# 1
Below is C2H6OS3 in the gas phase at a distorted geometry, with properties calculated with the ωB97M-V functional and the def2-TZVPD basis.

The geometry in XYZ format:
```
12
Properties=species:S:1:pos:R:3
C 1.308 1.729 0.620
H 0.319 -1.937 -0.746
H 1.783 0.827 0.528
S -1.562 -0.675 -1.016
H -0.789 -2.951 -1.774
H 1.231 1.948 -0.428
C -0.648 -2.288 -0.798
S -0.346 1.063 1.241
S -1.701 2.385 1.343
H -0.905 -2.829 0.115
H 1.759 2.452 1.324
O -0.450 0.277 -0.411
```

## Properties
HOMO, eV: -8.247
Total charge: 0
ΔE to the lowest compared entry with this formula, charge and spin, kJ/mol: 131.5
Kohn-Sham gap, eV: 8.08

# 2
Below is a molecular structure, C5H6N2 at a distorted geometry, with properties calculated with the ωB97M-V functional and the def2-TZVPD basis.

The geometry in XYZ format:
```
13
Properties=species:S:1:pos:R:3
H 2.860 -0.098 0.730
C 0.110 0.911 -0.389
C -1.328 1.056 -0.042
H -1.590 1.569 0.887
H -0.851 -0.691 1.125
H 1.734 -1.949 -0.770
N -0.005 -0.621 -0.834
H -1.974 1.353 -0.865
C 1.877 -0.064 0.281
N 1.149 1.108 0.332
C 1.234 -1.060 -0.395
C -1.168 -0.468 0.102
H -2.037 -1.041 -0.192
```

## Properties
HOMO, eV: -8.997
Total charge: 0
ΔE to the lowest compared entry with this formula, charge and spin, kJ/mol: 236.1
Kohn-Sham gap, eV: 9.91

# 3
Below is a molecular structure, C43H39AlP2 at a distorted geometry, with properties calculated with the ωB97M-V functional and the def2-TZVPD basis.

The geometry in XYZ format:
```
85
Properties=species:S:1:pos:R:3
H -1.514 -1.983 6.819
C 0.816 -1.070 -2.780
C 2.780 1.210 -0.924
H -4.657 1.240 -1.541
H 1.378 -0.355 -4.738
C -1.243 -3.005 0.330
H 2.655 0.298 -0.324
C 3.678 -3.254 1.124
C -1.765 -1.329 -3.826
H 3.221 4.514 -2.941
C 3.342 -4.112 -1.117
C -3.664 1.556 -1.866
H -4.087 -5.522 1.141
C 0.544 4.456 2.935
C 0.307 -0.821 6.683
C 0.835 3.515 1.942
C 1.871 3.293 -1.796
C 0.573 -0.754 -4.117
H -0.302 -4.635 -0.734
C -2.162 2.284 -3.620
H 0.756 0.180 -7.341
P 0.053 -1.805 -0.157
C -3.358 -3.504 1.399
H 1.144 4.490 3.848
Al -0.041 0.055 1.184
H -0.888 -0.698 -5.700
H 5.060 -4.570 0.107
H 2.063 0.370 6.248
H 1.537 -3.484 -2.119
C 2.455 -2.578 1.055
H -2.390 -1.191 4.611
H 4.834 0.792 -1.448
H 1.815 -0.931 -2.363
H 0.013 0.209 -7.454
C -1.118 4.248 0.689
C -0.944 -1.266 6.219
H 1.206 1.124 4.030
C -0.706 -0.930 -4.648
C -1.088 2.219 -2.735
H 4.289 -3.168 2.023
C 4.115 -4.032 0.046
C -0.225 -1.549 -1.971
C -2.349 -2.588 1.089
P 0.105 1.861 -0.185
H -1.235 1.641 2.817
H -4.290 2.007 -3.887
C 1.701 2.106 -1.068
C -2.593 1.533 -0.965
H -2.781 -1.379 -4.215
H 3.687 -4.687 -1.976
C -0.670 0.072 4.190
C 4.165 2.680 -2.267
H 1.697 2.844 2.043
H -2.098 0.109 2.550
C -3.289 -4.813 0.916
H 0.686 -1.174 7.652
H -2.426 -1.546 1.420
C -1.138 0.552 2.806
H -0.714 6.126 3.514
C -0.028 3.373 0.840
H 2.112 -1.949 1.888
H -2.192 5.916 1.521
C -1.526 -1.625 -2.485
H -2.150 -6.232 -0.257
C 3.102 3.581 -2.389
C -1.162 -4.324 -0.136
C -0.520 5.351 2.767
H -1.984 2.555 -4.663
C 2.119 -3.441 -1.196
H -0.073 2.403 -3.089
C 1.661 -2.687 -0.103
C 1.074 0.054 5.904
C -2.197 -5.219 0.139
H -2.749 1.190 0.064
C 4.003 1.494 -1.542
C 0.582 0.486 4.667
H 1.036 3.991 -1.892
C -3.454 1.966 -3.186
H -4.204 -3.183 2.008
C -1.345 5.241 1.642
H -2.350 -1.913 -1.828
C -1.430 -0.819 4.986
C -1.302 1.908 -1.385
H 5.126 2.913 -2.725
H -1.797 4.119 -0.153
```

## Properties
HOMO, eV: -13.390
Total charge: +2
Kohn-Sham gap, eV: 6.11

# 4
Below is a molecular structure, C18H21F6N6O5OsS2 at a distorted geometry, with properties calculated with the ωB97M-V functional and the def2-TZVPD basis.

The geometry in XYZ format:
```
59
Properties=species:S:1:pos:R:3
O 0.439 0.925 2.277
S -0.568 -1.884 2.715
F 1.622 -3.412 2.688
F -0.699 1.200 5.855
C 3.828 -2.088 0.556
S -0.661 0.790 3.221
H -0.755 -3.655 -3.932
C 1.965 0.157 -3.390
H 2.848 1.490 0.980
O -1.820 1.582 2.985
C -2.098 0.500 -3.051
C -2.090 2.553 -1.919
H -2.068 -0.575 -2.949
C 2.679 -1.604 -0.032
C -1.505 -2.722 -1.254
C 0.849 2.112 -0.877
C -2.165 3.233 -3.108
C -2.171 1.145 -4.259
F 1.263 0.855 5.024
N 4.637 -1.332 1.290
C 1.025 -0.983 -3.203
F 1.223 -2.489 4.602
F 2.008 -1.312 2.981
C -2.179 2.535 -4.311
H -2.176 3.055 -5.257
C 4.268 -0.065 1.470
C 0.707 -1.982 -4.124
H -2.243 -3.360 -1.739
H -2.062 3.033 -0.954
H -1.028 -3.291 -0.452
H 4.135 -3.116 0.413
N -2.013 1.203 -1.899
H 2.035 -2.232 -0.630
F 0.294 2.752 4.729
N -0.959 -0.695 3.653
O -1.769 0.579 -0.766
H 2.662 -0.066 -4.195
H 1.137 -2.091 -5.105
H 5.881 0.289 2.637
C 0.080 1.439 4.810
H 0.421 2.355 -1.851
N 5.116 0.742 2.167
O -1.323 -3.062 2.963
C -0.271 -2.784 -3.524
N 2.336 -0.309 0.095
H -1.996 -1.877 -0.768
N 0.291 -1.160 -2.073
H 4.767 1.594 2.568
H 1.411 1.065 -3.650
H -2.207 0.555 -5.163
H 0.482 2.843 -0.147
O -0.372 -1.527 1.323
C 1.169 -2.311 3.286
H 2.502 0.367 -2.464
C 3.117 0.451 0.862
H 1.929 2.235 -0.956
H -2.205 4.312 -3.093
C -0.507 -2.249 -2.254
Os 0.257 0.219 -0.103
```

## Properties
HOMO (alpha / beta), eV: -6.993 / -6.987
Spin multiplicity: 2
Total charge: 0
ΔE to the lowest compared entry with this formula, charge and spin, kJ/mol: 116.4
Kohn-Sham gap (alpha / beta), eV: 6.28 / 6.19

# 5
Below is a molecular structure, C4H12OS at a distorted geometry, with properties calculated with the ωB97M-V functional and the def2-TZVPD basis.

The geometry in XYZ format:
```
18
Properties=species:S:1:pos:R:3
H 1.557 1.768 -0.288
C 0.686 0.160 -1.432
H -0.774 -1.354 0.851
H -1.118 -1.213 2.545
O -1.189 -1.258 -0.738
H 0.222 2.273 -1.203
C -0.285 -1.107 1.837
H 0.166 0.285 -2.404
C -0.368 1.224 0.500
H -0.913 2.101 0.787
H 0.039 -0.718 -0.963
H -1.172 0.566 0.313
H 0.365 -1.967 2.045
H 1.735 -0.090 -1.688
C 0.599 1.448 -0.616
H 1.059 -0.461 -0.204
H -1.137 -2.107 -1.176
S 0.527 0.450 1.833
```

## Properties
HOMO, eV: -8.638
Total charge: 0
ΔE to the lowest compared entry with this formula, charge and spin, kJ/mol: 533.6
Kohn-Sham gap, eV: 8.72

# 6
Below is a molecular structure, C21H15Cl2IInN5, with properties calculated with the ωB97M-V functional and the def2-TZVPD basis.

The geometry in XYZ format:
```
45
Properties=species:S:1:pos:R:3
H -1.919 1.879 4.211
Cl -2.588 -3.608 -2.896
C -2.382 2.069 3.254
C -2.452 1.683 0.862
C 0.954 -1.355 -3.231
H -0.723 -1.911 -1.769
H -4.742 -5.079 -1.912
C -3.493 2.885 3.140
H 2.405 0.620 -1.069
C 1.167 -1.316 2.199
H -2.044 1.196 -0.017
H 0.709 -1.927 -4.110
C -3.229 -3.125 0.995
C -3.246 -3.715 -1.283
C -1.866 1.480 2.105
H -4.712 -4.005 2.241
C -4.316 -3.939 1.237
N 0.705 -0.612 -1.178
H -5.736 -5.295 0.368
C 1.029 -0.339 3.182
C 1.922 -0.186 4.235
N -0.061 0.592 3.171
N 0.198 -1.401 -2.139
In -0.388 -1.269 0.750
H 3.737 -0.928 5.103
C -4.080 3.106 1.900
C -3.562 2.507 0.761
H 1.749 0.586 4.972
H -4.952 3.742 1.825
C 1.817 -0.062 -1.660
C 2.281 -2.140 2.284
N -0.739 0.611 2.132
H -4.025 2.670 -0.202
C 3.022 -1.027 4.298
H 2.447 -2.915 1.545
N -1.570 -2.161 -0.563
C -2.609 -2.942 -0.269
C 3.199 -1.998 3.322
H -3.911 3.347 4.024
I 3.550 0.019 -4.236
H 4.055 -2.658 3.372
Cl -2.574 -2.250 2.391
C -4.331 -4.533 -1.073
C 2.016 -0.497 -2.969
C -4.884 -4.655 0.196
```

## Properties
HOMO, eV: -6.883
Total charge: 0
ΔE to the lowest compared entry with this formula, charge and spin, kJ/mol: 0.0
Kohn-Sham gap, eV: 5.58